(1)
This record from OMol25 describes the molecule C4H9NO in a non-equilibrium geometry. The level of theory is ωB97M-V/def2-TZVPD.

Output
E_tot   -287.72478 Ha
Highest occupied orbital energy   -8.2 eV
Orbital gap   9.120 eV
Structure (SMILES)   C[C@]1(N)C[C@H]1O
Relative energy (zero: lowest compared OMol25 entry of this formula, charge and spin)   67.57 kcal per mole

Geometry as XYZ:
```
15
C4H9NO, DFT ωB97M-V/def2-TZVPD
C 0.31 1.16 -1.46
C -0.23 0.32 -0.41
N -1.50 -0.26 -0.73
C 0.00 0.78 1.03
C 0.75 -0.42 0.55
O 0.87 -1.62 1.18
H -0.28 2.04 -1.53
H 0.17 0.68 -2.43
H 1.34 1.49 -1.23
H -1.97 -0.28 -1.62
H -2.21 -0.30 0.00
H -0.97 0.70 1.58
H 0.54 1.79 1.25
H 1.77 -0.07 0.19
H 0.16 -2.28 1.19
```

=====

(2)
This record from OMol25 describes a cluster of 3 separate species, C51H44O10 in total in a non-equilibrium geometry. The level of theory is ωB97M-V/def2-TZVPD.

Output
E_tot   -2721.46666 Ha
Highest occupied orbital energy   -9.0 eV
Orbital gap   7.157 eV
Structure (SMILES)   CCOC(=O)CCCC1=C(C[C@@H]2CO2)C(=O)c2ccc(CCCCO)cc2C1=O.O=C1c2ccccc2C(=O)c2ccccc21.O=C1c2ccccc2C(=O)c2ccccc21

Geometry as XYZ:
```
105
C51H44O10, DFT ωB97M-V/def2-TZVPD
C 7.61 4.18 -1.26
C 6.66 4.37 -2.62
O 6.82 3.17 -3.45
C 5.67 3.01 -4.40
O 5.17 4.16 -4.88
C 5.03 1.56 -4.83
C 3.36 1.54 -4.76
C 2.97 1.84 -3.18
C 1.38 1.73 -2.83
C 0.81 0.87 -1.75
C 1.73 -0.07 -0.78
C 1.45 -1.69 -1.47
C 0.70 -2.81 -0.37
O 2.28 -2.85 -0.83
C -0.84 0.80 -1.46
O -1.47 -0.31 -1.03
C -1.69 2.18 -1.80
C -3.05 2.52 -0.93
C -3.83 3.93 -1.34
C -3.24 4.91 -2.56
C -3.97 6.33 -2.99
C -5.52 6.47 -2.47
C -5.48 7.50 -1.16
C -7.00 8.10 -0.97
O -7.60 7.63 0.30
C -1.85 4.55 -3.41
C -1.07 3.16 -3.00
C 0.34 2.65 -3.72
O 0.50 3.00 -5.00
H 8.47 3.41 -1.47
H 6.98 3.84 -0.32
H 8.08 5.24 -0.99
H 5.56 4.56 -2.24
H 7.05 5.37 -3.13
H 5.42 1.23 -5.91
H 5.50 0.76 -4.09
H 3.06 0.44 -5.10
H 2.97 2.34 -5.52
H 3.69 1.18 -2.54
H 3.29 2.97 -2.95
H 2.88 0.11 -0.83
H 1.29 -0.12 0.31
H 1.12 -1.76 -2.68
H 0.53 -2.50 0.74
H -0.03 -3.37 -1.09
H -3.47 1.84 -0.07
H -4.81 4.19 -0.73
H -3.26 7.21 -2.59
H -3.99 6.45 -4.16
H -6.15 6.94 -3.36
H -6.03 5.44 -2.20
H -4.69 8.34 -1.40
H -5.19 6.89 -0.17
H -6.91 9.28 -0.92
H -7.67 7.84 -1.90
H -7.44 6.63 0.30
H -1.43 5.21 -4.27
O -2.49 2.80 5.33
C -3.30 1.90 5.18
C -4.42 1.73 6.13
C -4.57 2.62 7.20
C -5.64 2.49 8.08
C -6.58 1.47 7.89
C -6.43 0.57 6.84
C -5.34 0.69 5.96
C -5.18 -0.27 4.85
O -5.96 -1.21 4.73
C -4.08 -0.09 3.89
C -3.94 -0.98 2.82
C -2.91 -0.80 1.89
C -2.03 0.27 2.02
C -2.16 1.15 3.10
C -3.18 0.97 4.04
H -3.84 3.42 7.35
H -5.76 3.18 8.91
H -7.42 1.38 8.57
H -7.16 -0.23 6.70
H -4.62 -1.82 2.71
H -2.81 -1.49 1.06
H -1.24 0.42 1.29
H -1.47 1.99 3.20
O 2.60 -6.83 2.10
C 3.17 -7.56 1.30
C 3.84 -8.80 1.76
C 3.80 -9.15 3.12
C 4.39 -10.34 3.55
C 5.01 -11.18 2.64
C 5.07 -10.83 1.29
C 4.49 -9.63 0.85
C 4.56 -9.26 -0.58
O 5.18 -9.96 -1.37
C 3.88 -8.03 -1.04
C 3.92 -7.69 -2.40
C 3.25 -6.55 -2.85
C 2.55 -5.76 -1.95
C 2.52 -6.09 -0.59
C 3.19 -7.23 -0.13
H 3.30 -8.50 3.84
H 4.35 -10.60 4.61
H 5.46 -12.11 2.98
H 5.57 -11.49 0.58
H 4.47 -8.31 -3.10
H 3.28 -6.29 -3.90
H 2.02 -4.87 -2.30
H 1.97 -5.46 0.11
```

=====

(3)
This record from OMol25 describes a structure of composition C26H78CdN4O16 in a non-equilibrium geometry. The level of theory is ωB97M-V/def2-TZVPD.

Output
E_tot   -2627.65402 Ha
Highest occupied orbital energy   -7.5 eV
Orbital gap   7.915 eV

Geometry as XYZ:
```
125
C26H78CdN4O16, DFT ωB97M-V/def2-TZVPD
Cd -0.24 0.21 1.51
C -0.76 3.05 -0.13
O -0.01 2.01 0.34
H -1.00 3.86 0.57
H -0.24 3.53 -0.96
H -1.74 2.71 -0.45
C 1.84 1.31 3.59
O 1.08 0.20 3.23
H 1.30 2.24 3.45
H 2.04 1.42 4.66
H 2.75 1.43 2.99
C 4.64 -2.31 1.92
O 4.40 -1.49 0.82
C 5.39 -0.58 0.50
C 5.46 0.73 1.36
N 4.56 1.74 0.83
C 4.79 2.95 1.51
C 6.18 3.62 1.52
O 6.26 4.81 2.27
C 6.90 6.02 1.72
H 4.22 -3.31 1.79
H 4.09 -1.93 2.78
H 5.71 -2.45 2.09
H 5.21 -0.29 -0.53
H 6.40 -0.99 0.40
H 6.46 1.14 1.54
H 5.25 0.41 2.38
H 3.63 1.41 1.03
H 4.52 2.85 2.56
H 4.11 3.73 1.16
H 6.62 3.79 0.53
H 6.95 3.15 2.13
H 7.47 5.89 0.81
H 7.75 6.32 2.34
H 6.17 6.80 1.51
C 0.21 -3.02 2.05
O -0.70 -1.93 1.95
C -1.82 -2.21 2.82
C -2.62 -0.90 2.82
N -1.85 0.28 2.84
C -2.73 1.51 2.79
C -1.97 2.75 3.27
O -2.31 2.89 4.64
C -1.36 3.60 5.33
H 1.15 -2.91 1.51
H -0.17 -3.94 1.61
H 0.40 -3.21 3.11
H -1.38 -2.50 3.78
H -2.40 -3.09 2.55
H -3.27 -1.00 3.70
H -3.27 -0.91 1.95
H -1.34 0.18 3.71
H -3.64 1.30 3.37
H -3.05 1.63 1.75
H -2.44 3.60 2.78
H -0.92 2.66 3.01
H -1.71 3.90 6.32
H -1.30 4.62 4.94
H -0.41 3.08 5.40
C -7.49 -0.53 -4.34
O -6.48 0.47 -3.92
C -5.12 0.01 -3.78
C -4.11 1.17 -3.69
N -3.57 1.44 -2.33
C -4.56 1.58 -1.17
C -5.11 0.37 -0.48
O -4.18 -0.69 -0.38
C -4.78 -1.82 0.11
H -7.26 -1.19 -5.17
H -8.48 -0.14 -4.53
H -7.59 -1.15 -3.45
H -4.89 -0.56 -4.69
H -5.12 -0.65 -2.91
H -4.48 2.08 -4.16
H -3.32 0.93 -4.41
H -3.04 2.29 -2.44
H -5.36 2.20 -1.57
H -4.02 2.20 -0.45
H -6.09 0.02 -0.81
H -5.31 0.77 0.51
H -5.39 -2.30 -0.66
H -5.48 -1.56 0.91
H -4.13 -2.57 0.55
C -0.39 -3.32 -1.40
O -0.82 -3.51 -2.73
C -1.22 -2.26 -3.38
C -1.38 -2.42 -4.84
N -0.10 -2.94 -5.34
C 0.89 -1.94 -5.69
C 2.31 -2.69 -5.65
O 2.67 -3.11 -4.39
C 3.99 -3.54 -4.19
H 0.37 -2.54 -1.33
H -0.04 -4.28 -1.01
H -1.24 -3.17 -0.73
H -0.49 -1.49 -3.13
H -2.16 -1.88 -2.99
H -1.69 -1.50 -5.34
H -2.11 -3.23 -4.89
H 0.36 -3.65 -4.79
H 0.89 -1.09 -5.01
H 0.53 -1.51 -6.63
H 3.07 -2.09 -6.16
H 2.25 -3.56 -6.31
H 4.32 -3.22 -3.20
H 4.54 -3.00 -4.96
H 4.12 -4.62 -4.24
O -3.04 -0.04 6.00
H -2.33 0.01 6.64
H -2.94 0.75 5.48
O 2.16 -1.07 -2.46
H 2.21 -1.50 -3.31
H 3.01 -0.64 -2.36
O -1.62 -0.36 -0.23
H -2.56 -0.55 -0.26
H -1.51 0.40 -0.79
O 1.29 -0.64 0.46
H 2.21 -0.73 0.72
H 1.28 -0.88 -0.46
O 1.39 -1.74 5.44
H 0.91 -2.57 5.33
H 1.12 -1.22 4.68
O 2.29 1.70 -1.74
H 2.02 0.81 -1.97
H 1.51 2.09 -1.37
```